Here is a structure of composition C40H46CuGeNO2Se2 from the Open Molecules 2025 dataset. Energies are from ωB97M-V with the def2-TZVPD basis set.

Computed properties:
frontier orbital gap: 3.535 eV
LUMO level: 0.1338 Ha
total charge: -2
highest occupied orbital energy: 0.1 eV
energy above the lowest of the compared OMol25 structures with the same formula, charge and spin: 0.422 eV
energy: -279658.4067 eV

Last column: Löwdin charge in e.
Element x y z (Å)
Cu1 1.068 -1.798 -1.717  0.07
O1 -0.945 6.241 1.694  -0.06
C1 -1.456 5.326 0.714  -0.21
C2 -0.442 4.210 0.478  -0.57
C3 -0.030 3.589 1.831  -0.21
O2 -1.141 3.470 2.708  -0.06
C4 0.780 4.782 -0.243  -0.52
Se1 1.929 3.308 -0.791  0.61
C5 -1.158 3.158 -0.385  -0.45
Se2 0.021 2.295 -1.701  0.62
H1 -1.529 7.003 1.726  0.08
H2 -1.642 5.846 -0.233  0.13
H3 -2.394 4.885 1.062  0.12
H4 0.756 4.198 2.290  0.13
H5 0.372 2.586 1.684  0.10
H6 -1.302 4.346 3.074  0.08
H7 1.349 5.443 0.412  0.07
H8 0.477 5.329 -1.137  0.06
H9 -1.958 3.606 -0.977  0.07
H10 -1.590 2.389 0.253  0.06
C6 -1.534 -3.114 0.457  -0.29
Ge1 -1.205 -1.819 -1.038  0.86
C7 -2.487 -2.621 -2.380  -0.33
C8 -2.001 -3.124 -3.587  -0.13
C9 -2.843 -3.706 -4.530  -0.12
C10 -4.206 -3.794 -4.284  -0.14
C11 -4.715 -3.302 -3.087  -0.12
C12 -3.862 -2.728 -2.153  -0.12
C13 -2.407 -0.326 -0.364  -0.26
C14 -2.594 -0.179 0.993  -0.11
C15 -3.462 0.794 1.539  -0.08
C16 -4.176 1.626 0.725  -0.07
C17 -3.992 1.560 -0.678  -0.21
C18 -4.642 2.471 -1.549  -0.07
C19 -4.387 2.467 -2.892  -0.11
C20 -3.468 1.539 -3.429  -0.09
C21 -2.849 0.633 -2.614  -0.08
C22 -3.088 0.604 -1.214  -0.22
H11 -2.592 -3.170 0.729  0.00
H12 -0.949 -2.830 1.334  0.00
H13 -1.200 -4.103 0.134  -0.01
H14 -0.934 -3.057 -3.785  0.08
H15 -2.434 -4.090 -5.459  0.09
H16 -4.869 -4.241 -5.018  0.08
H17 -5.779 -3.365 -2.885  0.08
H18 -4.276 -2.342 -1.226  0.10
H19 -2.059 -0.826 1.678  0.08
H20 -3.553 0.874 2.617  0.10
H21 -4.854 2.367 1.135  0.10
H22 -5.334 3.191 -1.122  0.10
H23 -4.880 3.179 -3.543  0.09
H24 -3.250 1.548 -4.490  0.09
H25 -2.142 -0.076 -3.028  0.09
N1 2.320 -0.201 -1.186  0.15
C23 3.199 0.163 -0.540  -0.16
C24 4.301 0.627 0.264  -0.22
C25 4.088 0.970 1.599  -0.02
C26 5.163 1.402 2.362  -0.06
C27 6.429 1.499 1.801  -0.10
C28 6.633 1.159 0.469  -0.10
C29 5.571 0.718 -0.303  -0.04
H26 3.083 0.861 2.009  0.08
H27 4.999 1.645 3.404  0.11
H28 7.265 1.832 2.405  0.09
H29 7.622 1.229 0.034  0.09
H30 5.715 0.440 -1.339  0.11
C30 1.864 -5.042 -0.932  -0.12
C31 1.800 -4.647 -2.406  -0.57
C32 2.603 -5.656 -3.239  -0.13
C33 2.255 -3.198 -2.596  -0.28
H31 1.501 -6.061 -0.759  0.06
H32 1.273 -4.352 -0.328  0.05
H33 2.899 -4.987 -0.576  0.07
H34 0.750 -4.731 -2.719  0.10
H35 3.660 -5.617 -2.951  0.06
H36 2.543 -5.413 -4.303  0.06
H37 2.252 -6.688 -3.102  0.05
H38 2.311 -2.986 -3.678  0.00
H39 3.297 -3.122 -2.235  0.01
C34 1.109 -0.242 2.065  -0.09
C35 1.287 -0.133 3.431  -0.37
C36 0.451 0.682 4.280  -0.09
C37 0.704 0.845 5.622  -0.17
C38 1.788 0.226 6.264  -0.20
C39 2.607 -0.587 5.473  -0.18
C40 2.380 -0.769 4.126  -0.11
H40 0.292 0.256 1.553  0.02
H41 1.738 -0.883 1.460  0.02
H42 -0.394 1.193 3.832  0.08
H43 0.034 1.479 6.200  0.08
H44 1.972 0.357 7.324  0.05
H45 3.452 -1.099 5.930  0.07
H46 3.037 -1.421 3.556  0.09

Cartesian forces, eV/Å:
-0.06 -0.20 -0.20
0.02 0.03 -0.02
-0.02 0.01 -0.01
-0.01 0.00 0.00
0.00 0.00 -0.01
0.00 -0.03 0.04
0.03 0.00 -0.01
-0.02 0.00 0.01
0.00 0.00 -0.02
0.05 0.02 0.05
-0.01 -0.02 0.02
0.01 -0.01 0.00
-0.01 0.01 0.00
0.00 -0.01 0.00
-0.01 0.01 0.00
0.01 0.00 0.00
0.00 0.00 0.00
0.00 0.01 0.00
-0.02 -0.01 0.00
0.03 0.01 0.00
0.02 0.01 0.00
-0.02 0.07 0.14
0.00 -0.01 -0.01
0.00 -0.01 0.01
0.01 0.00 0.00
0.00 0.00 0.00
0.00 0.00 0.00
0.00 0.01 -0.01
0.00 -0.05 0.03
-0.03 0.00 -0.02
0.00 0.00 -0.01
0.00 0.00 0.01
-0.01 0.00 0.00
0.00 0.00 0.00
0.00 0.00 0.01
0.00 0.00 0.00
0.01 -0.01 -0.03
-0.01 0.01 -0.02
0.00 0.00 0.00
0.00 0.00 0.00
0.00 0.00 -0.01
0.00 0.00 0.00
0.00 0.00 0.00
0.00 0.00 0.00
0.00 0.00 0.00
0.00 0.00 0.00
0.00 0.00 0.01
0.00 0.00 0.00
0.00 0.00 0.00
0.00 0.00 0.00
0.00 0.00 0.00
0.00 0.00 0.00
-0.02 0.01 0.01
0.21 0.03 -0.05
-0.02 0.11 0.12
-0.02 -0.03 0.01
-0.04 -0.05 0.00
0.02 -0.01 -0.01
-0.01 0.01 0.01
0.01 0.00 -0.01
0.01 0.00 -0.04
0.03 0.05 -0.01
-0.01 0.00 0.00
0.00 0.00 0.00
0.00 0.00 0.00
0.00 0.00 0.00
-0.01 0.00 0.00
0.01 -0.01 0.00
-0.01 0.00 0.00
0.00 0.06 -0.02
0.01 0.00 0.00
0.00 -0.01 0.00
0.00 0.01 0.00
0.00 0.00 -0.01
0.00 0.00 0.00
0.00 0.00 0.00
0.00 0.00 0.00
-0.01 -0.01 0.00
0.00 0.00 0.00
-0.16 0.09 0.00
0.14 0.07 -0.07
0.02 0.00 0.03
-0.01 0.00 -0.01
0.00 0.00 0.01
0.01 0.00 -0.01
0.00 -0.02 0.03
-0.05 -0.07 0.03
-0.05 -0.11 0.08
-0.02 0.02 -0.02
0.00 0.00 0.00
0.00 0.00 0.00
0.00 0.00 0.00
0.00 -0.01 0.00

***

Here is a structure of composition C66H69F9GeN5O2PS4Ti from the Open Molecules 2025 dataset. Energies are from ωB97M-V with the def2-TZVPD basis set.

Computed properties:
frontier orbital gap: 6.344 eV
LUMO level: -0.0277 Ha
total charge: 0
highest occupied orbital energy: -7.1 eV
energy above the lowest of the compared OMol25 structures with the same formula, charge and spin: 0.000 eV
energy: -237830.8749 eV

Last column: Löwdin charge in e.
Element x y z (Å)
Ti1 -0.337 0.211 1.936  0.91
C1 4.676 -1.617 0.081  -0.10
C2 4.803 -0.252 0.294  -0.09
C3 3.698 0.527 0.615  -0.03
C4 2.431 -0.050 0.757  -0.26
C5 2.309 -1.424 0.525  -0.10
C6 3.415 -2.189 0.182  -0.10
N1 1.328 0.737 1.212  -0.16
N2 1.701 2.063 1.515  0.04
C7 1.052 2.536 2.547  -0.39
C8 1.309 3.869 3.030  -0.02
C9 0.685 4.307 4.145  -0.08
C10 -0.240 3.459 4.840  -0.08
C11 -0.491 2.237 4.330  -0.16
N3 0.126 1.751 3.202  -0.04
H1 5.539 -2.223 -0.177  0.11
H2 5.775 0.224 0.204  0.11
H3 3.802 1.590 0.780  0.10
H4 1.358 -1.921 0.631  0.01
H5 3.284 -3.250 -0.010  0.09
H6 2.021 4.475 2.480  0.11
H7 0.889 5.302 4.524  0.10
H8 -0.758 3.796 5.729  0.10
H9 -1.208 1.574 4.797  0.11
O1 -4.967 -0.210 -3.491  -0.05
C12 -4.311 -0.605 -2.564  -0.99
S1 -2.641 -0.091 -2.241  0.97
C13 -2.391 -1.058 -0.802  -1.07
C14 -3.410 -1.851 -0.424  -1.09
S2 -3.290 -3.132 0.786  0.61
S3 -4.888 -1.770 -1.356  0.98
S4 -0.760 -1.094 -0.183  0.64
C15 -3.446 -5.609 -3.341  -0.11
C16 -2.082 -6.202 -2.989  -0.28
C17 -0.971 -5.149 -2.916  -0.28
C18 -1.279 -3.916 -2.043  -0.33
Ge1 -1.594 -4.305 -0.169  0.70
C19 0.030 -4.315 0.920  -0.35
C20 0.141 -5.557 1.816  -0.29
C21 1.354 -5.503 2.747  -0.27
C22 2.685 -5.557 1.997  -0.10
H10 -4.185 -6.396 -3.509  0.07
H11 -3.392 -5.000 -4.250  0.08
H12 -3.829 -4.974 -2.536  0.06
H13 -1.797 -6.947 -3.735  0.10
H14 -2.154 -6.729 -2.036  0.07
H15 -0.774 -4.789 -3.933  0.10
H16 -0.045 -5.624 -2.573  0.10
H17 -2.130 -3.353 -2.443  0.06
H18 -0.429 -3.229 -2.048  0.02
H19 -2.172 -5.740 -0.012  -0.01
H20 0.073 -3.403 1.525  0.03
H21 0.866 -4.277 0.208  0.06
H22 0.201 -6.457 1.194  0.11
H23 -0.770 -5.668 2.413  0.10
H24 1.303 -6.340 3.450  0.11
H25 1.305 -4.585 3.346  0.09
H26 2.763 -6.476 1.408  0.08
H27 3.532 -5.534 2.688  0.07
H28 2.796 -4.714 1.307  0.03
C23 -5.025 0.912 5.797  -0.04
C24 -3.976 0.310 4.890  -0.26
C25 -3.283 -0.847 5.277  -0.02
C26 -2.390 -1.442 4.408  -0.25
C27 -1.767 -2.779 4.704  -0.02
C28 -2.119 -0.813 3.193  -0.11
C29 -2.681 0.443 2.833  -0.28
C30 -3.694 0.926 3.683  0.01
N4 -2.077 1.058 1.756  -0.05
C31 -2.536 2.297 1.102  -0.40
C32 -3.914 2.093 0.466  -0.06
C33 -4.334 3.352 -0.306  -0.26
C34 -4.399 4.537 0.669  -0.11
C35 -3.012 4.778 1.277  -0.28
C36 -2.003 5.079 0.168  -0.11
C37 -1.936 3.875 -0.778  -0.28
C38 -3.312 3.649 -1.414  -0.11
C39 -1.525 2.613 -0.013  -0.10
C40 -2.548 3.530 2.037  -0.07
H29 -5.199 0.287 6.673  0.07
H30 -5.974 1.031 5.268  0.08
H31 -4.717 1.901 6.142  0.08
H32 -3.501 -1.317 6.232  0.11
H33 -1.996 -3.107 5.719  0.08
H34 -0.683 -2.740 4.578  0.07
H35 -2.148 -3.533 4.007  0.08
H36 -1.560 -1.381 2.443  0.04
H37 -4.282 1.787 3.409  0.10
H38 -4.656 1.865 1.241  0.12
H39 -3.867 1.228 -0.198  0.09
H40 -5.315 3.181 -0.752  0.14
H41 -5.125 4.323 1.463  0.12
H42 -4.740 5.440 0.150  0.12
H43 -3.057 5.617 1.974  0.14
H44 -1.015 5.275 0.603  0.12
H45 -2.303 5.972 -0.393  0.12
H46 -1.188 4.094 -1.543  0.11
H47 -3.274 2.811 -2.120  0.10
H48 -3.616 4.540 -1.974  0.12
H49 -0.531 2.753 0.423  0.10
H50 -1.464 1.761 -0.692  0.05
H51 -3.184 3.385 2.904  0.11
H52 -1.534 3.694 2.410  0.10
F1 -0.462 3.364 -8.622  0.14
C41 -1.402 3.000 -7.728  -0.59
F2 -2.233 4.042 -7.570  0.14
F3 -2.108 2.004 -8.298  0.14
C42 -0.784 2.565 -6.433  -0.12
C43 0.199 1.586 -6.463  0.00
C44 0.793 1.162 -5.285  -0.07
C45 0.416 1.712 -4.057  -0.34
C46 -0.586 2.682 -4.048  -0.08
C47 -1.184 3.116 -5.226  0.01
P1 1.171 1.265 -2.414  1.14
C48 2.516 2.533 -2.475  -0.35
C49 3.423 2.657 -3.533  -0.07
C50 4.359 3.675 -3.547  0.00
C51 4.385 4.598 -2.505  -0.13
C52 3.487 4.500 -1.460  0.00
C53 2.556 3.466 -1.446  -0.08
C54 5.425 5.679 -2.510  -0.59
F4 5.602 6.195 -3.738  0.14
F5 5.104 6.692 -1.688  0.13
F6 6.625 5.209 -2.110  0.14
C55 2.017 -0.304 -2.864  -0.37
C56 3.390 -0.520 -2.828  -0.07
C57 3.917 -1.774 -3.112  -0.02
C58 3.073 -2.825 -3.425  -0.12
C59 1.699 -2.632 -3.463  0.00
C60 1.178 -1.381 -3.175  -0.10
C61 3.675 -4.165 -3.720  -0.58
F7 4.440 -4.595 -2.692  0.13
F8 2.742 -5.105 -3.942  0.13
F9 4.475 -4.127 -4.803  0.14
H53 0.500 1.154 -7.411  0.13
H54 1.553 0.389 -5.331  0.11
H55 -0.912 3.099 -3.098  0.07
H56 -1.961 3.868 -5.202  0.12
H57 3.391 1.958 -4.362  0.11
H58 5.061 3.765 -4.369  0.13
H59 3.509 5.228 -0.657  0.12
H60 1.877 3.361 -0.607  0.07
H61 4.061 0.287 -2.561  0.10
H62 4.989 -1.934 -3.072  0.13
H63 1.041 -3.458 -3.707  0.10
H64 0.101 -1.238 -3.187  0.08
O2 0.712 -1.104 3.155  -0.21
N5 1.772 -1.063 3.929  -0.12
C62 1.836 -0.169 4.931  0.03
C63 2.923 -0.160 5.776  -0.01
C64 3.950 -1.070 5.588  -0.04
C65 3.860 -1.968 4.537  -0.01
C66 2.758 -1.947 3.711  0.02
H65 1.002 0.507 4.998  0.12
H66 2.948 0.565 6.580  0.12
H67 4.810 -1.076 6.247  0.12
H68 4.641 -2.689 4.335  0.12
H69 2.616 -2.594 2.862  0.12

Cartesian forces, eV/Å:
0.00 -0.37 0.08
0.01 -0.02 0.03
-0.07 0.10 -0.02
0.10 0.02 0.01
-0.18 0.49 0.20
-0.02 -0.03 -0.07
0.00 0.04 0.02
0.87 0.38 -0.06
0.02 -0.06 -0.10
0.14 -0.12 0.05
0.00 0.00 -0.01
-0.02 0.03 0.12
0.16 0.34 0.06
0.15 -0.35 -0.37
0.09 0.73 0.17
-0.07 0.04 0.01
-0.06 -0.02 0.01
0.03 -0.04 0.01
-0.03 0.02 -0.04
0.02 0.11 -0.03
-0.08 -0.06 0.07
-0.03 -0.04 -0.03
0.07 -0.01 -0.07
-0.09 -0.10 -0.01
0.14 -0.06 0.28
-0.11 0.07 -0.26
-0.05 -0.05 -0.14
-0.08 -0.03 0.24
0.25 0.01 0.10
0.00 0.14 -0.17
-0.02 0.01 -0.06
0.23 -0.07 0.05
0.00 -0.05 -0.02
-0.07 0.20 -0.02
-0.08 0.11 0.15
-0.05 0.13 -0.33
-0.25 -0.60 0.34
0.16 -0.16 0.13
0.07 0.22 -0.09
0.07 -0.11 -0.07
-0.03 0.06 -0.01
0.06 0.05 0.00
0.00 -0.05 0.09
0.04 -0.02 -0.06
0.00 -0.01 -0.01
0.00 -0.03 0.00
0.02 -0.03 -0.01
-0.02 0.02 -0.03
0.08 -0.10 0.02
-0.13 -0.07 0.00
0.05 0.08 0.02
-0.05 -0.07 -0.05
-0.06 0.07 0.10
0.00 0.03 0.04
0.01 0.04 0.00
0.02 0.05 0.01
-0.05 -0.04 0.00
-0.01 0.07 0.05
-0.03 -0.01 -0.04
-0.02 -0.16 0.17
0.04 -0.08 -0.08
-0.03 -0.01 0.09
-0.15 0.09 0.08
0.17 -0.13 -0.07
-0.01 -0.01 0.00
-0.08 0.29 -0.11
-0.02 -0.28 -0.13
-0.03 0.12 0.06
-0.49 -0.09 -0.20
0.19 0.10 0.33
-0.11 0.07 0.10
0.09 0.02 0.06
0.03 -0.08 0.00
0.03 -0.05 -0.09
-0.05 -0.06 -0.02
-0.01 0.09 0.06
-0.01 0.00 0.04
-0.06 0.01 0.02
0.05 -0.03 -0.10
0.01 0.02 -0.04
0.06 -0.01 0.02
0.00 -0.02 -0.01
-0.02 0.05 -0.11
0.01 0.03 -0.06
-0.03 0.00 -0.01
0.02 0.06 0.03
-0.42 -0.40 0.02
0.08 0.15 -0.03
0.02 0.02 -0.08
-0.02 0.00 0.01
-0.05 0.01 -0.01
0.04 0.03 -0.06
0.00 -0.04 0.00
0.00 0.03 0.04
-0.06 -0.02 -0.03
0.02 -0.03 0.05
-0.01 -0.04 0.02
0.01 0.07 0.04
-0.01 -0.04 0.01
0.06 -0.01 0.02
0.05 0.03 -0.01
-0.11 -0.10 0.11
-0.01 0.00 0.02
-0.05 0.03 -0.04
0.00 -0.04 0.11
0.00 -0.02 -0.09
-0.02 0.06 -0.04
0.05 0.03 0.11
0.07 -0.09 0.02
0.02 -0.05 0.02
-0.03 -0.16 0.03
-0.04 -0.02 0.07
0.05 -0.05 0.08
0.07 0.26 -0.43
0.07 -0.07 -0.09
-0.01 0.04 0.01
-0.02 -0.05 -0.04
-0.02 -0.07 -0.06
-0.10 -0.01 0.09
0.07 -0.05 0.11
-0.09 -0.06 0.02
0.05 0.05 0.01
0.10 0.02 -0.04
0.01 0.06 0.00
-0.19 -0.07 0.00
0.08 0.01 -0.05
0.06 0.15 0.05
-0.02 0.05 -0.07
-0.06 0.05 0.01
0.03 0.02 -0.01
-0.07 0.12 0.06
0.00 -0.07 -0.04
0.09 -0.06 -0.01
0.00 -0.08 0.02
-0.01 0.03 0.07
-0.05 0.06 0.03
0.04 -0.09 -0.22
0.03 -0.02 0.01
-0.01 0.02 0.04
-0.07 0.00 0.06
-0.01 -0.07 -0.04
0.00 0.02 0.00
-0.02 -0.03 -0.01
-0.08 0.03 -0.01
0.09 0.09 0.00
0.07 0.01 -0.01
-0.53 -0.58 0.02
-0.01 0.31 -0.24
0.08 -0.03 0.07
0.02 0.05 0.08
0.06 0.05 0.07
0.04 -0.08 -0.10
0.15 -0.05 0.05
-0.01 -0.05 0.04
0.00 -0.05 -0.07
-0.07 0.00 -0.06
-0.05 0.04 0.02
-0.03 -0.05 -0.03